44
Properties=species:S:1:pos:R:3 method="wB97M-V/def2-TZVPD" orbital_gap_ev=4.7 e_above_lowest_kj_mol=246.94 homo_ha=-0.5033 e_lumo_ev=-9.027 total_charge=+2
H -0.21 2.90 0.84
N 0.11 1.66 -0.84
B 0.74 0.70 -3.13
N 0.62 1.89 -2.12
C 0.87 3.20 -2.27
Hf -0.36 -0.47 -0.26
H 1.25 3.57 -3.21
C 0.55 3.85 -1.07
H 0.65 4.89 -0.86
C 0.09 2.85 -0.20
H 1.10 1.09 -4.21
C -1.51 -1.91 0.85
H -1.63 -2.01 1.93
H -0.50 -2.33 0.60
H -2.29 -2.47 0.31
N -0.68 0.06 -3.19
N 1.70 -0.41 -2.59
N -1.30 -0.46 -2.04
N 1.41 -1.08 -1.40
C -1.52 -0.04 -4.22
C 2.83 -0.92 -3.11
H -1.20 0.32 -5.19
H 3.20 -0.54 -4.05
C -2.70 -0.62 -3.80
C 3.32 -1.90 -2.25
C -2.56 -0.88 -2.45
C 2.42 -1.97 -1.18
H -3.56 -0.83 -4.41
H 4.21 -2.48 -2.38
H -3.24 -1.33 -1.74
H 2.44 -2.56 -0.28
H -1.80 -0.57 0.65
Te 1.36 0.07 2.03
C 0.11 -0.33 3.67
C -1.09 0.38 3.88
C -1.88 0.05 4.98
C -1.47 -0.94 5.89
C -0.26 -1.63 5.68
C 0.53 -1.34 4.56
H -1.38 1.16 3.17
H -2.83 0.57 5.14
H -2.08 -1.18 6.76
H 0.06 -2.40 6.38
H 1.47 -1.86 4.36